Molecular formula: C73H67NO23
Method: DFT, ωB97M-V/def2-TZVPD

Last column: Löwdin charge in e.
Cartesian coordinates (Å):
C (-3.53378, -2.94811, 7.11172)  -0.12
C (-2.17002, -2.43035, 6.40673)  -0.24
C (-2.05658, -2.92484, 4.89661)  -0.23
N (-2.93932, -2.22672, 3.93648)  -0.04
C (-2.53202, -0.82267, 3.69116)  -0.30
C (-1.37456, -0.76573, 2.59643)  -0.16
C (-1.86622, -0.88622, 1.08615)  -0.20
C (-0.61107, -0.41997, 0.16414)  -0.20
C (-0.46247, -1.27072, -1.17496)  -0.15
C (1.06182, -1.07751, -1.68004)  -0.19
O (1.16706, 0.01916, -2.62247)  -0.07
C (2.47997, 0.51609, -2.71978)  -0.45
C (3.15895, 0.47798, -4.17151)  0.02
O (3.14421, 1.01163, -1.80307)  0.06
C (-3.80729, 0.08183, 3.30933)  -0.14
O (-4.19604, 0.78874, 4.52870)  -0.23
C (-5.20130, 1.77469, 4.23249)  -0.12
H (-3.33565, -2.94673, 8.22511)  0.06
H (-3.76627, -3.96532, 6.67659)  0.07
H (-4.35996, -2.19612, 6.89253)  0.07
H (-1.27406, -2.80206, 7.01076)  0.08
H (-2.17719, -1.29916, 6.53477)  0.09
H (-2.38415, -4.02516, 4.88711)  0.12
H (-0.95765, -2.95033, 4.57203)  0.11
H (-3.93386, -2.32789, 4.18111)  0.07
H (-2.10588, -0.32142, 4.63442)  0.13
H (-0.67351, -1.64624, 2.79238)  0.11
H (-0.81908, 0.23108, 2.69831)  0.13
H (-2.70875, -0.16037, 0.81558)  0.10
H (-2.24456, -1.91805, 0.80522)  0.11
H (0.31170, -0.66099, 0.80032)  0.11
H (-0.72862, 0.68565, -0.03987)  0.12
H (-1.10704, -0.81409, -2.00290)  0.12
H (-0.64984, -2.37921, -1.05602)  0.11
H (1.49674, -2.06081, -2.08149)  0.13
H (1.73095, -0.80437, -0.78950)  0.12
H (4.25668, 0.27219, -3.99000)  0.09
H (2.62876, -0.32935, -4.75873)  0.07
H (3.08656, 1.50693, -4.66873)  0.09
H (-3.58496, 0.81173, 2.47012)  0.12
H (-4.71008, -0.55241, 3.03192)  0.10
H (-5.53465, 2.25571, 5.22601)  0.06
H (-6.15844, 1.31317, 3.79704)  0.09
H (-4.81663, 2.63316, 3.59184)  0.11
O (3.25325, -1.39753, -6.71632)  0.09
C (4.25862, -2.04075, -6.95178)  -0.37
C (5.10512, -2.56751, -5.86037)  0.02
C (6.20771, -3.26974, -6.11820)  0.00
C (6.63034, -3.55324, -7.50640)  -0.38
O (7.63722, -4.19656, -7.74112)  0.09
C (5.78386, -3.02658, -8.59886)  0.02
C (4.68091, -2.32413, -8.34066)  0.03
H (4.78158, -2.35157, -4.84993)  0.12
H (6.83864, -3.66164, -5.33242)  0.11
H (6.10795, -3.24277, -9.60925)  0.11
H (4.04882, -1.93141, -9.12717)  0.12
O (-1.06588, 5.92207, -0.78854)  0.11
C (-0.33872, 5.51996, -1.67664)  -0.38
C (-0.11430, 6.31509, -2.90451)  0.03
C (0.68134, 5.87144, -3.87696)  0.02
C (1.37345, 4.56950, -3.77104)  -0.37
O (2.10170, 4.16662, -4.66031)  0.09
C (1.14892, 3.77519, -2.54448)  0.04
C (0.35372, 4.21726, -1.57059)  0.03
H (-0.62724, 7.26598, -2.96659)  0.09
H (0.85717, 6.43819, -4.78080)  0.09
H (1.66262, 2.82482, -2.48361)  0.09
H (0.17869, 3.64913, -0.66537)  0.12
O (7.51280, -1.77042, -4.03309)  0.09
C (8.59847, -1.24316, -4.18915)  -0.37
C (9.04220, -0.78050, -5.52167)  0.03
C (10.23228, -0.20508, -5.69259)  0.03
C (11.15841, -0.00351, -4.55699)  -0.39
O (12.24219, 0.52285, -4.71321)  0.11
C (10.71432, -0.46634, -3.22439)  0.02
C (9.52406, -1.04181, -3.05376)  0.03
H (8.35197, -0.93499, -6.34186)  0.12
H (10.57386, 0.13896, -6.66069)  0.12
H (11.40439, -0.31185, -2.40438)  0.12
H (9.18223, -1.38594, -2.08575)  0.12
O (-5.93385, 4.21750, 6.11082)  0.09
C (-5.67488, 4.09394, 7.29379)  -0.38
C (-4.72123, 3.06708, 7.76906)  0.03
C (-4.44073, 2.93212, 9.06531)  0.03
C (-5.06872, 3.80304, 10.08238)  -0.39
O (-4.81088, 3.68057, 11.26379)  0.11
C (-6.02179, 4.82934, 9.60707)  0.02
C (-6.30264, 4.96473, 8.31102)  0.02
H (-4.26928, 2.43788, 7.01163)  0.11
H (-3.74642, 2.18624, 9.43120)  0.12
H (-6.47288, 5.45781, 10.36479)  0.12
H (-6.99699, 5.71075, 7.94531)  0.12
O (-1.01451, -5.08536, 8.05496)  0.10
C (-0.06835, -5.24796, 8.80150)  -0.38
C (0.48750, -6.59413, 9.05599)  0.03
C (1.52332, -6.77066, 9.87632)  0.01
C (2.16105, -5.62832, 10.56515)  -0.38
O (3.10733, -5.79040, 11.31245)  0.10
C (1.60550, -4.28123, 10.31100)  0.02
C (0.56981, -4.10471, 9.49062)  0.02
H (0.00947, -7.41966, 8.54350)  0.13
H (1.94143, -7.74595, 10.07385)  0.09
H (2.08382, -3.45602, 10.82399)  0.12
H (0.15031, -3.12617, 9.29208)  0.12
O (1.03183, -9.41185, 10.95265)  0.07
C (1.28900, -9.53083, 12.13674)  -0.37
C (2.24323, -10.55312, 12.61619)  0.03
C (2.52244, -10.68373, 13.91304)  0.03
C (1.89112, -9.81088, 14.92652)  -0.39
O (2.14748, -9.92910, 16.10819)  0.11
C (0.93664, -8.78829, 14.44635)  0.03
C (0.65772, -8.65809, 13.14946)  0.03
H (2.69679, -11.18295, 11.86108)  0.12
H (3.21781, -11.42695, 14.28221)  0.12
H (0.48300, -8.15822, 15.20113)  0.12
H (-0.03771, -7.91475, 12.77989)  0.12
O (-1.94400, 9.82981, -9.48957)  0.11
C (-1.72329, 9.53525, -8.33073)  -0.38
C (-2.24421, 10.35667, -7.21738)  0.02
C (-2.00023, 10.03407, -5.94741)  0.04
C (-1.20002, 8.84108, -5.59726)  -0.35
O (-0.98087, 8.54843, -4.43443)  0.08
C (-0.67864, 8.01892, -6.71161)  0.03
C (-0.92267, 8.34145, -7.98165)  0.03
H (-2.82870, 11.22628, -7.48936)  0.09
H (-2.37350, 10.62492, -5.12020)  0.13
H (-0.09474, 7.14977, -6.43995)  0.10
H (-0.54993, 7.75110, -8.80937)  0.12
O (5.57252, -5.56128, -11.12059)  0.09
C (6.57868, -6.20428, -11.35495)  -0.38
C (7.42534, -6.73100, -10.26315)  0.02
C (8.52856, -7.43335, -10.52141)  0.03
C (8.95151, -7.71691, -11.90976)  -0.39
O (9.95636, -8.35902, -12.14471)  0.11
C (8.10448, -7.19001, -13.00186)  0.02
C (7.00138, -6.48770, -12.74359)  0.02
H (7.10140, -6.51495, -9.25280)  0.11
H (9.16058, -7.82582, -9.73486)  0.12
H (8.42877, -7.40597, -14.01221)  0.12
H (6.36921, -6.09502, -13.53012)  0.12
O (-9.82401, -2.50175, 0.38237)  0.11
C (-8.86529, -2.64721, 1.11478)  -0.39
C (-8.28283, -3.98378, 1.36095)  0.02
C (-7.23255, -4.14268, 2.16633)  0.03
C (-6.60379, -2.98996, 2.84639)  -0.36
O (-5.64336, -3.14037, 3.57973)  0.09
C (-7.18689, -1.65309, 2.60042)  0.03
C (-8.23720, -1.49417, 1.79507)  0.03
H (-8.75417, -4.81698, 0.85489)  0.12
H (-6.79383, -5.11377, 2.35839)  0.12
H (-6.71729, -0.82031, 3.10626)  0.09
H (-8.67625, -0.52310, 1.60331)  0.12
O (-8.42363, 13.46135, -9.86182)  0.11
C (-7.45785, 13.29068, -9.14493)  -0.39
C (-6.90462, 11.93921, -8.91067)  0.03
C (-5.84625, 11.75284, -8.12216)  0.03
C (-5.17969, 12.88893, -7.44982)  -0.37
O (-4.21164, 12.71822, -6.73122)  0.08
C (-5.73245, 14.23996, -7.68380)  0.02
C (-6.79088, 14.42666, -8.47230)  0.03
H (-7.40404, 11.11904, -9.41103)  0.13
H (-5.42849, 10.77072, -7.93891)  0.12
H (-5.23278, 15.05998, -7.18333)  0.12
H (-7.20858, 15.40858, -8.65557)  0.12

## Properties
Total energy, Ha: -4606.7180
SMILES: CCCN[C@@H](CCCCCOC(C)=O)COC.O=C1C=CC(=O)C=C1.O=C1C=CC(=O)C=C1.O=C1C=CC(=O)C=C1.O=C1C=CC(=O)C=C1.O=C1C=CC(=O)C=C1.O=C1C=CC(=O)C=C1.O=C1C=CC(=O)C=C1.O=C1C=CC(=O)C=C1.O=C1C=CC(=O)C=C1.O=C1C=CC(=O)C=C1
Kohn-Sham gap, eV: 6.32